1.
ORCA calculation (ωB97M-V/def2-TZVPD) on a molecular structure, C46H43AsCoF4N3PS.

Each line ends with the Löwdin charge.
Element x y z (Å)
Co -2.48054 -0.35027 0.57860  0.4578
C -3.80332 -0.53894 3.42791  -0.1148
N -2.55888 -0.02985 2.83213  -0.2939
C -1.43344 -0.55639 3.61478  -0.0746
C -2.53195 1.43775 2.92356  -0.1813
C -3.41812 2.11662 1.89169  -0.1664
N -3.22512 1.53800 0.57448  0.0205
C -3.61508 2.24227 -0.51719  -0.1429
C -3.82220 1.56815 -1.75492  -0.1431
F -3.63602 0.24803 -1.77866  0.0567
C -4.26795 2.18361 -2.89674  -0.2040
F -4.51459 1.45920 -3.98522  0.1233
C -4.47913 3.54918 -2.92650  0.1164
C -4.26717 4.25194 -1.75718  -0.2054
F -4.44950 5.56988 -1.74538  0.1222
C -3.88359 3.63496 -0.58534  -0.1292
F -3.74362 4.42088 0.48630  0.0975
H -3.81963 -1.62503 3.37683  0.0862
H -4.66816 -0.15896 2.89162  0.0472
H -3.87652 -0.23273 4.47889  0.1010
H -1.44909 -1.64406 3.59050  0.0880
H -1.50015 -0.23149 4.66020  0.1063
H -0.49047 -0.18966 3.20993  0.0570
H -1.50381 1.76274 2.76119  0.0848
H -2.83664 1.76781 3.92451  0.1401
H -3.18593 3.17826 1.92637  0.1147
H -4.47453 2.01318 2.16778  0.1417
H -4.81397 4.04441 -3.82617  0.1506
C 0.04489 -2.72656 1.37114  -0.0333
C -0.82289 -3.03645 0.19062  -0.3137
C -0.39616 -3.99723 -0.74778  -0.0089
C -1.22926 -4.38068 -1.75859  0.0183
C -2.54319 -3.86837 -1.79986  -0.1552
C -3.50667 -4.32131 -2.72474  -0.0306
C -4.78819 -3.84286 -2.67348  -0.0600
C -5.15526 -2.90046 -1.70311  -0.0932
C -4.23463 -2.40618 -0.79843  -0.6121
S -4.70579 -1.27644 0.42853  0.7403
C -2.89292 -2.88869 -0.83795  -0.2361
N -2.00024 -2.43716 0.09343  0.0657
H -0.24113 -3.38351 2.19629  0.1056
H -0.10017 -1.69993 1.69915  0.0269
H 1.09897 -2.90327 1.16034  0.0706
H 0.59456 -4.41953 -0.64501  0.1195
H -0.90901 -5.08846 -2.51334  0.1268
H -3.21834 -5.06778 -3.45415  0.1163
H -5.53080 -4.20102 -3.37393  0.1122
H -6.17560 -2.54671 -1.64472  0.1067
C 1.33692 -0.48275 -0.38535  -0.3707
C 2.59747 0.21878 -0.93122  -0.3969
As 3.98170 0.76688 0.39708  1.2983
C 5.58061 0.38723 -0.66120  -0.4269
C 6.74023 0.04889 0.03441  -0.1240
C 7.91865 -0.20788 -0.64596  -0.0783
C 7.95368 -0.11312 -2.03093  -0.0842
C 6.81071 0.24373 -2.72819  -0.0843
C 5.62952 0.50256 -2.04525  -0.1198
C 4.00160 -0.92723 1.39897  -0.4335
C 4.04910 -2.15715 0.74530  -0.1199
C 4.06111 -3.34051 1.46715  -0.0854
C 4.02943 -3.30972 2.85613  -0.0834
C 3.99749 -2.09207 3.51793  -0.0823
C 3.98396 -0.90851 2.79004  -0.1314
P -0.22939 0.50782 -0.15683  1.0887
C 0.18920 1.85929 0.99399  -0.3619
C -0.38017 3.13110 0.89113  -0.1204
C -0.13358 4.09464 1.85500  -0.0576
C 0.66329 3.79797 2.95225  -0.0581
C 1.18591 2.52396 3.09377  -0.0647
C 0.94090 1.55872 2.12740  -0.1518
C -0.22687 1.20023 -1.85248  -0.3705
C -0.51941 0.28145 -2.86410  -0.1072
C -0.49886 0.66288 -4.19336  -0.0616
C -0.19562 1.97476 -4.53147  -0.0677
C 0.13638 2.88307 -3.53969  -0.0636
C 0.13523 2.49753 -2.20525  -0.0903
H 1.56599 -1.00836 0.54044  0.0227
H 1.02552 -1.24549 -1.10491  0.0766
H 2.33208 1.09005 -1.53048  0.0493
H 3.09563 -0.48132 -1.60401  0.0587
H 6.71215 -0.01980 1.11664  0.0996
H 8.81106 -0.47821 -0.09651  0.1066
H 8.87329 -0.31536 -2.56411  0.1053
H 6.83792 0.32447 -3.80733  0.1049
H 4.74598 0.79815 -2.60047  0.0929
H 4.09655 -2.18963 -0.33797  0.1079
H 4.10871 -4.28880 0.94624  0.1067
H 4.04250 -4.23388 3.41917  0.1062
H 3.99261 -2.06216 4.60009  0.1053
H 3.97833 0.04473 3.30896  0.0913
H -1.03039 3.36713 0.06042  0.0915
H -0.56835 5.08059 1.74989  0.1163
H 0.86523 4.55436 3.69877  0.1131
H 1.79533 2.27916 3.95404  0.1136
H 1.30794 0.55119 2.28350  0.0855
H -0.77445 -0.74060 -2.60073  0.1027
H -0.74125 -0.05451 -4.96586  0.1125
H -0.21238 2.28395 -5.56855  0.1106
H 0.41636 3.89583 -3.80012  0.1115
H 0.44540 3.20908 -1.45483  0.0958

Force components x, y, z for each atom (eV/Å):
-0.63 -1.23 0.66
-0.09 -0.06 0.05
0.12 0.18 -0.14
0.01 -0.04 0.05
0.05 0.08 -0.16
0.04 -0.05 0.50
-0.02 0.34 -0.29
-0.28 0.24 -0.37
0.25 -0.45 0.44
0.27 0.13 -0.32
-0.08 0.28 -0.11
0.12 -0.12 0.02
0.00 -0.11 0.04
-0.01 0.01 0.00
-0.02 0.08 0.04
-0.01 -0.01 0.06
0.04 0.21 -0.07
-0.04 0.01 -0.09
-0.01 -0.03 0.00
0.08 0.03 -0.01
0.01 0.00 0.00
-0.03 0.00 0.00
-0.11 -0.08 0.04
-0.12 -0.03 0.11
0.02 0.00 0.01
-0.04 -0.13 0.02
-0.04 0.01 -0.12
0.01 0.02 0.00
-0.07 -0.06 0.00
-0.10 0.10 -0.03
0.05 -0.14 -0.06
-0.01 0.12 0.10
0.01 0.12 0.14
-0.09 -0.03 -0.15
0.12 -0.13 -0.06
0.28 0.12 0.14
-0.13 -0.08 -0.13
0.23 0.50 0.34
-0.26 -0.28 -0.34
0.37 0.00 -0.03
-0.02 0.01 0.01
0.03 -0.06 0.04
-0.03 -0.03 0.04
0.01 0.00 -0.01
0.00 -0.05 0.04
-0.01 0.01 -0.01
0.01 -0.01 0.00
-0.01 0.01 -0.02
0.02 0.15 0.39
-0.12 -0.07 -0.07
-0.23 -0.09 0.19
-0.02 0.03 0.01
-0.10 0.01 0.01
0.01 0.03 0.02
0.02 -0.03 -0.03
0.04 0.02 -0.04
-0.13 0.01 0.05
0.00 0.06 -0.04
0.01 -0.02 -0.01
-0.02 -0.01 -0.07
-0.01 0.01 0.06
-0.02 -0.09 0.04
-0.05 0.18 -0.10
0.84 0.43 -0.49
-0.04 -0.03 -0.05
0.06 -0.09 -0.08
-0.05 0.06 0.01
-0.03 0.05 0.02
0.09 -0.09 0.02
0.11 0.02 -0.08
-0.25 0.07 0.02
-0.19 0.05 0.17
-0.09 0.01 -0.05
0.00 0.02 -0.06
0.05 0.02 0.00
-0.03 -0.06 0.01
0.01 0.08 -0.10
-0.04 -0.07 0.09
0.07 0.03 0.01
-0.03 0.02 -0.04
0.06 -0.05 -0.01
0.00 0.00 0.00
0.00 0.00 0.00
0.00 0.01 0.00
0.03 -0.03 -0.03
0.02 -0.02 0.00
0.00 -0.01 0.01
0.01 0.00 0.00
0.00 0.00 0.00
-0.03 -0.02 0.01
0.00 0.05 -0.05
0.00 -0.01 0.00
-0.01 0.00 0.00
-0.02 -0.02 0.01
0.26 0.01 -0.10
-0.07 -0.03 -0.05
0.01 -0.02 0.00
0.04 -0.01 0.01
-0.02 -0.01 0.00
-0.02 0.03 0.02

Properties
Total charge: +1
Kohn-Sham gap (alpha / beta), eV: 7.427 / 4.677
ΔE to the lowest compared entry with this formula, charge and spin, eV: 0.503
2S+1: 5

=====

2.
ORCA calculation (ωB97M-V/def2-TZVPD) on a molecular structure, C46H43AsF5MnN2O4PSi2.

Each line ends with the Löwdin charge.
Element x y z (Å)
Mn 0.23063 -1.05262 0.64052  0.6172
O 0.81130 2.19924 1.81432  0.0140
C -0.05296 2.00123 0.97108  -0.5554
O -0.48943 0.82386 0.66368  -0.2392
C -0.62149 3.22869 0.25177  -0.1030
C 0.04028 4.41589 0.55794  -0.0258
C -0.35148 5.62427 0.01503  -0.0855
C -1.43639 5.66311 -0.84093  -0.0906
C -2.11886 4.50119 -1.14981  -0.1079
C -1.72789 3.26347 -0.63518  -0.2841
P -2.70326 1.73484 -0.95834  1.1338
C -3.93564 2.24708 -2.23574  -0.3989
C -3.54400 2.85930 -3.42735  -0.1196
C -4.45386 3.06418 -4.45482  -0.0951
C -5.76794 2.63801 -4.32325  -0.1069
C -6.15225 1.96140 -3.17342  -0.0935
C -5.23998 1.74897 -2.15222  -0.1126
C -3.71671 2.02177 0.58005  -0.3406
C -3.48373 1.28724 1.74028  -0.1060
C -4.16939 1.57605 2.91358  -0.0882
C -5.09589 2.60389 2.95040  -0.1001
C -5.34675 3.33553 1.79752  -0.0890
C -4.65997 3.05031 0.62859  -0.1042
H 0.86995 4.36314 1.25015  0.1109
H 0.17511 6.53603 0.26840  0.0974
H -1.75731 6.60635 -1.26758  0.0982
H -2.98107 4.55757 -1.80102  0.0838
H -2.51426 3.17405 -3.55548  0.1070
H -4.12898 3.54622 -5.36923  0.0982
H -6.47728 2.81368 -5.12237  0.0935
H -7.16428 1.58577 -3.07940  0.0982
H -5.52826 1.19025 -1.26896  0.1048
H -2.75765 0.48855 1.73529  0.0391
H -3.97768 0.98681 3.80222  0.1009
H -5.61790 2.83689 3.87034  0.0952
H -6.08077 4.13265 1.80231  0.0968
H -4.86562 3.63664 -0.25675  0.0999
F 1.94569 -3.23232 -1.35258  0.0738
C 1.76778 -3.66922 -0.09108  -0.2391
C 0.98474 -2.93860 0.79110  -0.1255
C 0.90417 -3.50653 2.05696  -0.2515
F 0.20802 -2.83124 2.99555  0.0444
C 1.47448 -4.70502 2.42804  -0.1487
F 1.30176 -5.21410 3.65532  0.1044
C 2.23456 -5.39520 1.49956  -0.1464
F 2.81735 -6.55180 1.82529  0.1126
C 2.39303 -4.86104 0.23639  -0.1604
F 3.13505 -5.51527 -0.66596  0.1045
O 2.40544 0.01485 -2.79240  0.0636
C 2.69441 -0.10104 -1.62276  -0.5269
N 3.97410 0.03080 -1.10949  0.1518
C 3.99271 -0.01098 0.33803  -0.2630
C 2.49373 -0.27757 0.58010  -0.4463
O 1.96744 -0.48296 1.69042  -0.0053
N 1.84081 -0.39266 -0.56922  0.1287
C 4.72055 -1.23458 0.89841  -0.1454
C 5.22843 -2.22615 0.07033  -0.0247
C 5.88498 -3.32292 0.61436  -0.0862
C 6.02569 -3.44212 1.98727  -0.0982
C 5.50919 -2.45710 2.81903  -0.0742
C 4.86438 -1.35734 2.27850  -0.0152
C 4.58256 1.25730 0.93381  -0.1385
C 5.93464 1.50490 0.69552  -0.0373
C 6.54854 2.63129 1.21353  -0.0908
C 5.81657 3.52319 1.98736  -0.1013
C 4.47444 3.27890 2.22647  -0.0676
C 3.85201 2.15303 1.69907  0.0026
H 4.70567 0.44810 -1.65596  0.1484
H 5.10320 -2.14463 -1.00151  0.1138
H 6.28756 -4.08353 -0.04293  0.1012
H 6.53155 -4.30084 2.41054  0.0966
H 5.61991 -2.54002 3.89289  0.1004
H 4.45876 -0.59170 2.92699  0.1245
H 6.51049 0.80117 0.10350  0.1177
H 7.59907 2.81122 1.02109  0.0966
H 6.29773 4.39936 2.40412  0.0946
H 3.89890 3.96835 2.83126  0.1038
H 2.79829 1.99181 1.88705  0.0842
C -3.32589 -4.94793 2.01067  -0.2161
Si -3.13973 -3.05191 2.08773  0.2966
C -2.61613 -2.58219 3.85663  -0.2269
C -4.89722 -2.36149 1.80952  -0.2319
As -1.86421 -1.91826 0.44457  0.8580
Si -1.89638 -3.49033 -1.29603  0.2897
C -1.19035 -5.22025 -0.88630  -0.2074
C -0.87884 -2.68362 -2.67573  -0.2203
C -3.71480 -3.71184 -1.81485  -0.2346
H -4.14545 -5.26538 2.65859  0.0248
H -2.41424 -5.44821 2.34266  0.0208
H -3.54296 -5.28448 0.99568  0.0009
H -3.47230 -2.36745 4.49872  0.0217
H -1.97968 -1.69701 3.82894  0.0112
H -2.03471 -3.38092 4.31822  0.0177
H -5.63997 -2.81287 2.47012  0.0237
H -5.20073 -2.53194 0.77300  0.0101
H -4.89147 -1.28325 1.97608  0.0022
H -0.77520 -5.23139 0.12349  0.0040
H -0.39317 -5.49745 -1.57859  0.0249
H -1.96460 -5.98801 -0.93827  0.0195
H -0.09298 -2.07358 -2.22441  -0.0060
H -1.49451 -2.01849 -3.28446  0.0275
H -0.39842 -3.40665 -3.33641  0.0278
H -4.29410 -4.10582 -0.97615  0.0003
H -3.83260 -4.38550 -2.66518  0.0228
H -4.13925 -2.73998 -2.07711  0.0208

Force components x, y, z for each atom (eV/Å):
1.01 1.12 0.16
-0.06 0.22 0.16
0.20 -0.59 0.12
-0.57 0.50 -0.31
-0.28 -0.16 -0.28
-0.01 0.01 0.00
0.02 0.09 0.01
-0.04 0.19 -0.07
0.02 -0.18 -0.02
0.58 0.14 0.22
-0.19 -0.16 0.41
0.15 -0.27 -0.09
-0.01 -0.02 0.03
0.00 -0.01 -0.04
0.05 0.01 -0.02
-0.03 -0.05 -0.04
0.13 0.11 0.06
-0.17 -0.08 -0.09
0.00 -0.04 -0.11
-0.01 0.00 0.07
-0.03 -0.01 0.02
-0.02 0.04 -0.08
-0.03 -0.04 0.16
-0.04 -0.04 -0.05
0.04 -0.02 0.00
-0.04 -0.01 0.00
0.04 0.05 0.05
-0.04 0.02 -0.01
-0.01 0.02 0.02
-0.01 -0.03 0.01
0.01 0.00 0.02
-0.10 0.07 -0.02
0.08 -0.04 -0.10
0.04 0.01 0.01
-0.03 -0.02 -0.01
0.02 0.02 0.04
0.02 0.04 -0.02
0.08 -0.09 -0.08
-0.30 0.47 -0.05
0.46 -0.99 0.36
-0.16 0.41 -0.31
-0.02 -0.12 0.25
0.00 -0.07 -0.06
0.04 0.02 0.10
-0.02 0.18 -0.06
0.04 -0.11 0.03
-0.04 -0.06 0.06
0.06 -0.04 -0.07
-0.02 -0.06 0.11
0.21 0.00 -0.36
-0.03 -0.11 0.12
0.01 -0.17 0.02
1.00 0.37 -0.21
0.23 0.01 -0.04
-0.09 0.12 0.38
0.15 -0.02 -0.04
-0.07 0.04 -0.01
0.02 -0.04 0.00
0.02 -0.07 -0.02
-0.01 0.06 0.00
-0.01 -0.06 0.02
0.04 0.03 0.03
-0.02 0.00 -0.04
0.03 0.00 -0.04
0.00 0.00 0.03
0.07 0.07 0.00
-0.08 -0.05 0.01
-0.06 0.11 -0.03
-0.02 0.02 0.00
-0.03 -0.03 0.01
0.01 0.00 0.00
-0.03 -0.02 0.01
0.00 0.02 0.00
0.03 -0.03 0.05
0.00 0.00 0.00
-0.01 0.01 0.00
-0.03 0.00 -0.01
0.02 -0.07 0.02
0.36 0.38 -0.19
-0.49 -0.02 0.48
0.08 0.01 -0.37
0.50 -0.04 -0.18
-2.60 -1.12 -0.27
0.11 -0.26 -0.32
-0.08 0.35 0.10
-0.21 -0.02 0.26
0.31 0.24 0.23
-0.03 0.08 0.05
0.02 -0.03 -0.02
-0.02 -0.04 0.00
-0.10 -0.04 -0.08
-0.01 0.05 0.07
0.04 -0.01 -0.02
0.06 -0.09 0.06
-0.06 0.02 0.03
-0.04 0.05 -0.02
0.02 -0.04 -0.01
0.01 0.05 -0.03
-0.05 0.01 -0.01
0.05 -0.01 -0.15
-0.04 0.02 0.05
-0.02 -0.07 0.02
-0.03 -0.05 -0.04
0.07 -0.04 -0.02
-0.01 -0.02 -0.03

Properties
Total charge: -1
Kohn-Sham gap (alpha / beta), eV: 6.824 / 7.498
ΔE to the lowest compared entry with this formula, charge and spin, eV: 0.950
2S+1: 5